(1)
Formula: C55H160N26O19
Source: the Open Molecules 2025 dataset
Level of theory: ωB97M-V/def2-TZVPD

```
! RIJCOSX wB97M-V def2-TZVPD def2/J DEFGRID3
* xyz 0 1
C -2.511 0.394 -6.937
C -1.241 1.012 -6.456
C -1.349 2.470 -6.788
O -0.332 3.244 -6.272
C -0.545 4.597 -6.644
N -1.151 0.745 -4.965
H -2.497 -0.670 -6.743
H -2.559 0.553 -8.006
H -3.372 0.868 -6.444
H -0.333 0.662 -6.911
H -2.288 2.780 -6.415
H -1.404 2.543 -7.889
H 0.259 5.225 -6.242
H -1.453 4.993 -6.252
H -0.568 4.744 -7.730
H -1.718 -0.069 -4.702
H -1.718 1.469 -4.500
C -0.946 -5.181 3.133
C -0.786 -3.950 3.961
C 0.651 -3.362 3.887
O 0.991 -3.086 2.532
C 2.186 -2.370 2.499
N -1.780 -2.903 3.504
H -0.946 -4.827 2.066
H -1.914 -5.696 3.350
H -0.160 -5.922 3.242
H -1.015 -4.071 5.015
H 1.426 -4.104 4.211
H 0.731 -2.444 4.419
H 2.519 -2.158 1.495
H 2.969 -2.987 2.971
H 2.108 -1.379 2.953
H -1.869 -2.161 4.267
H -1.413 -2.423 2.697
C -5.060 -2.337 -5.522
C -3.988 -2.469 -4.437
C -4.511 -3.188 -3.174
O -4.771 -4.535 -3.495
C -5.197 -5.317 -2.390
N -2.743 -3.153 -4.866
H -4.682 -1.974 -6.428
H -5.766 -1.589 -5.162
H -5.625 -3.249 -5.698
H -3.756 -1.475 -4.101
H -5.512 -2.716 -2.905
H -3.849 -3.196 -2.303
H -4.277 -5.476 -1.819
H -5.675 -6.217 -2.843
H -5.912 -4.737 -1.832
H -2.119 -3.123 -4.055
H -3.019 -4.118 -4.995
C 4.552 -2.164 -1.617
C 4.627 -3.313 -2.557
C 4.613 -4.593 -1.785
O 4.909 -5.662 -2.690
C 4.879 -6.951 -2.165
N 3.422 -3.230 -3.423
H 3.574 -2.222 -1.119
H 4.704 -1.157 -2.101
H 5.385 -2.052 -0.928
H 5.573 -3.324 -3.158
H 3.724 -4.668 -1.152
H 5.401 -4.689 -1.034
H 5.266 -7.702 -2.848
H 3.913 -7.224 -1.802
H 5.522 -6.980 -1.260
H 3.458 -3.901 -4.198
H 3.462 -2.324 -3.982
C -3.600 -0.591 -0.821
C -4.134 0.192 0.349
C -4.827 -0.756 1.278
O -5.372 -0.038 2.378
C -5.522 -0.734 3.544
N -2.984 0.854 1.050
H -3.131 -1.542 -0.502
H -2.976 0.060 -1.478
H -4.440 -0.952 -1.430
H -4.824 0.982 0.128
H -4.185 -1.583 1.683
H -5.646 -1.229 0.648
H -6.137 -0.121 4.197
H -4.521 -0.897 4.074
H -5.895 -1.699 3.398
H -2.321 1.202 0.355
H -3.397 1.684 1.387
C -5.002 1.083 -3.617
C -6.067 2.056 -4.174
C -7.272 2.366 -3.340
O -7.952 1.214 -3.085
C -8.253 1.195 -1.642
N -5.386 3.393 -4.299
H -5.406 0.064 -3.527
H -4.633 1.414 -2.634
H -4.246 1.013 -4.397
H -6.317 1.743 -5.227
H -7.940 3.035 -3.935
H -6.895 2.936 -2.486
H -8.844 2.067 -1.311
H -7.292 1.191 -1.065
H -8.852 0.252 -1.544
H -5.820 3.974 -5.026
H -4.442 3.190 -4.681
C 0.232 5.623 4.765
C 1.581 4.905 4.333
C 2.829 5.797 4.385
O 2.800 6.397 5.640
C 3.738 7.327 5.957
N 1.737 3.750 5.191
H 0.433 6.314 5.527
H -0.422 4.817 4.978
H -0.211 6.167 3.898
H 1.546 4.487 3.297
H 3.021 6.527 3.597
H 3.756 5.181 4.404
H 4.685 6.899 6.367
H 3.293 7.903 6.759
H 3.899 7.984 5.135
H 1.549 4.055 6.179
H 2.720 3.455 5.065
C -4.502 5.382 3.223
C -3.727 4.026 3.506
C -4.632 2.751 3.565
O -5.688 2.899 4.523
C -5.161 2.553 5.811
N -2.777 3.860 2.424
H -5.393 5.444 3.846
H -4.658 5.535 2.210
H -3.857 6.266 3.490
H -3.352 4.273 4.575
H -4.021 1.831 3.925
H -4.917 2.506 2.508
H -5.124 1.468 5.971
H -5.782 2.945 6.622
H -4.194 3.023 5.859
H -2.204 2.998 2.591
H -2.138 4.606 2.443
C 9.228 -1.091 -0.506
C 7.907 -1.417 0.188
C 8.262 -2.216 1.514
O 7.069 -2.295 2.331
C 6.222 -3.429 1.972
N 7.167 -0.167 0.440
H 9.109 -0.757 -1.496
H 10.000 -1.841 -0.464
H 9.599 -0.251 0.048
H 7.280 -2.009 -0.444
H 8.990 -1.592 2.037
H 8.665 -3.171 1.211
H 6.893 -4.306 2.011
H 5.793 -3.329 1.004
H 5.433 -3.614 2.713
H 7.732 0.483 1.045
H 6.385 -0.515 0.989
C -7.327 -7.264 2.377
C -6.958 -6.218 1.386
C -5.582 -5.704 1.737
O -5.103 -4.705 0.702
C -3.769 -4.285 0.874
N -7.135 -6.650 0.005
H -6.570 -8.081 2.201
H -8.361 -7.620 2.142
H -7.269 -6.829 3.373
H -7.666 -5.356 1.471
H -4.883 -6.571 1.779
H -5.633 -5.185 2.737
H -3.005 -5.018 0.744
H -3.618 -3.841 1.875
H -3.561 -3.442 0.207
H -6.767 -7.571 -0.180
H -6.646 -6.024 -0.628
C 2.763 5.371 0.824
C 2.166 4.099 0.359
C 2.093 4.033 -1.245
O 1.165 5.020 -1.633
C 0.835 4.954 -2.993
N 2.980 2.910 0.870
H 2.643 5.651 1.880
H 2.266 6.088 0.202
H 3.851 5.345 0.792
H 1.084 4.047 0.760
H 1.746 3.052 -1.572
H 3.153 4.189 -1.683
H 0.331 5.841 -3.385
H 0.190 4.153 -3.349
H 1.763 4.804 -3.601
H 3.230 3.058 1.849
H 2.370 2.076 0.913
C 6.329 3.870 1.999
C 6.669 2.767 3.058
C 5.638 1.588 3.096
O 4.300 1.986 3.330
C 3.429 0.900 3.581
N 7.949 2.151 2.773
H 5.232 4.140 2.154
H 6.370 3.486 0.938
H 6.872 4.780 2.071
H 6.677 3.349 4.036
H 6.023 0.885 3.855
H 5.723 1.059 2.117
H 3.872 0.257 4.330
H 3.217 0.316 2.636
H 2.519 1.355 3.909
H 8.179 1.534 3.514
H 8.650 2.926 2.737
C 3.102 0.497 -4.461
O 2.788 -0.656 -4.557
N 4.340 0.975 -4.364
N 2.095 1.403 -4.231
H 4.540 1.982 -4.210
H 5.200 0.418 -4.415
H 2.274 2.369 -4.326
H 1.120 1.255 -4.570
C -0.903 0.315 4.648
O -1.661 -0.432 5.239
N 0.231 0.838 5.321
N -0.947 0.674 3.359
H 0.517 1.801 5.145
H 0.322 0.527 6.299
H -0.071 0.630 2.819
H -1.803 0.454 2.886
C 2.944 -5.772 1.566
O 3.712 -4.856 1.727
N 1.611 -5.735 1.166
N 3.411 -7.078 1.765
H 1.058 -6.526 1.491
H 1.164 -4.864 1.178
H 3.034 -7.872 1.284
H 4.414 -7.086 1.824
C -2.598 3.224 -1.613
O -2.310 2.886 -2.787
N -1.726 3.457 -0.646
N -3.941 3.516 -1.333
H -0.699 3.530 -0.713
H -2.113 3.689 0.287
H -4.512 3.615 -2.173
H -4.184 4.245 -0.677
C 0.074 -2.133 -2.728
O -0.999 -1.656 -2.369
N 0.923 -2.893 -1.934
N 0.477 -1.907 -4.010
H 0.385 -3.343 -1.172
H 1.783 -3.356 -2.286
H 1.339 -2.225 -4.379
H 0.054 -1.141 -4.505
C 5.846 2.329 -1.961
O 5.483 3.234 -2.711
N 6.985 1.634 -2.342
N 5.202 1.825 -0.916
H 7.441 1.029 -1.694
H 7.547 2.201 -2.940
H 5.739 1.265 -0.285
H 4.447 2.323 -0.462
C 0.675 0.016 0.114
O 1.435 0.363 1.023
N 0.781 0.692 -1.149
N -0.285 -0.869 0.365
H 1.748 0.872 -1.395
H 0.228 0.324 -1.897
H -0.758 -1.339 -0.364
H -0.151 -1.319 1.274
*
```

Its HOMO-LUMO gap is 0.337 Eh. The HOMO energy comes out at -8.72 eV.

=====

(2)
Formula: C55H40F5MnN5O3Te
Source: the Open Molecules 2025 dataset
Level of theory: ωB97M-V/def2-TZVPD

```
! RIJCOSX wB97M-V def2-TZVPD def2/J DEFGRID3
* xyz -2 6
Mn -0.586 0.488 -0.202
C -6.474 -1.756 3.826
C -5.811 -2.442 2.787
C -4.720 -1.843 2.188
C -4.291 -0.543 2.535
C -4.893 0.083 3.649
C -6.001 -0.522 4.269
C -3.213 0.134 1.813
C -1.986 0.466 2.426
C -1.706 0.526 3.808
C -0.321 0.606 3.964
C 0.265 0.631 2.676
C 1.626 0.490 2.281
C 2.599 -0.134 3.182
C 2.580 0.175 4.550
C 3.325 -0.573 5.461
C 4.234 -1.555 5.028
C 4.443 -1.710 3.635
C 3.610 -1.006 2.746
C 2.082 1.146 1.078
N 1.330 1.723 0.048
C 2.264 2.212 -0.854
C 1.986 2.771 -2.222
C 3.158 3.275 -2.959
C 3.182 3.216 -4.380
C 4.349 3.505 -5.086
C 5.486 3.921 -4.389
C 5.408 4.182 -3.009
C 4.214 3.922 -2.301
C 0.687 3.501 -2.276
C 0.120 4.751 -2.118
C -1.279 4.484 -2.154
C -1.589 3.148 -2.291
N -0.313 2.494 -2.425
C -2.862 2.459 -2.445
C -3.167 1.397 -1.587
C -4.401 0.678 -1.582
C -4.578 0.150 -0.304
C -3.405 0.395 0.444
N -2.480 1.074 -0.379
C -3.928 3.055 -3.317
C -5.318 3.120 -2.980
C -6.194 3.815 -3.823
C -5.750 4.371 -5.003
C -4.385 4.251 -5.363
C -3.489 3.604 -4.542
C 3.568 1.888 -0.452
C 3.451 1.302 0.807
N -0.774 0.677 1.737
H -7.330 -2.212 4.338
H -6.233 -3.397 2.458
H -4.152 -2.395 1.453
H -4.432 0.964 4.020
H -6.531 -0.041 5.109
H -2.476 0.480 4.581
H 0.211 0.584 4.893
H 1.998 1.008 4.904
H 3.290 -0.384 6.535
H 4.800 -2.104 5.791
H 5.199 -2.401 3.226
H 3.788 -1.114 1.687
H 2.264 2.917 -4.894
H 4.355 3.345 -6.161
H 6.429 4.118 -4.907
H 6.303 4.556 -2.466
H 4.101 4.218 -1.239
H 0.650 5.688 -1.995
H -1.987 5.293 -1.992
H -5.049 0.530 -2.437
H -5.443 -0.336 0.116
H -5.694 2.704 -2.046
H -7.230 3.957 -3.506
H -6.435 4.978 -5.622
H -4.016 4.670 -6.305
H -2.460 3.470 -4.842
H 4.484 1.997 -1.012
H 4.298 1.019 1.408
N -0.414 0.173 -2.356
C 0.228 1.279 -2.677
H 0.090 -0.693 -2.613
F 1.706 -1.927 -3.192
Te 3.618 -1.025 -3.520
F 4.110 -1.220 -1.571
F 4.609 -2.617 -3.932
F 5.266 -0.013 -3.768
F 3.084 -0.450 -5.350
O 1.554 1.458 -2.930
C 2.440 -7.506 2.293
C 1.749 -6.208 1.963
C 0.734 -5.644 2.719
C 0.145 -4.443 2.397
C -0.749 -3.798 3.384
C 0.438 -3.813 1.145
C 1.521 -4.304 0.405
C 2.116 -3.725 -0.809
C 2.083 -5.515 0.807
C -0.498 -2.656 0.643
O -1.705 -2.759 0.910
O 0.015 -1.671 -0.036
H 2.108 -7.934 3.273
H 3.519 -7.366 2.332
H 2.284 -8.243 1.469
H 0.453 -6.113 3.666
H -0.454 -4.117 4.419
H -1.804 -4.070 3.222
H -0.703 -2.695 3.332
H 1.435 -3.586 -1.676
H 2.995 -4.317 -1.109
H 2.441 -2.646 -0.612
H 2.836 -5.947 0.186
*
```

Its HOMO-LUMO gap (spin up / spin down) is 0.185 / 0.182 Eh. The HOMO energy (spin up / spin down) comes out at -1.73 / -1.88 eV.

=====

(3)
Formula: C55H41HgN8O6P2Se
Source: the Open Molecules 2025 dataset
Level of theory: ωB97M-V/def2-TZVPD

```
! RIJCOSX wB97M-V def2-TZVPD def2/J DEFGRID3
* xyz -2 2
Hg 0.169 0.478 0.403
C -1.722 -3.230 3.757
C -1.077 -2.064 4.360
N -0.371 -1.207 3.642
C 0.125 -0.283 4.488
C -0.238 -0.612 5.826
N -1.012 -1.745 5.710
C 0.229 -0.060 7.136
O -0.663 0.034 8.170
O 1.352 0.354 7.335
C 0.845 0.969 4.042
O 1.196 1.578 5.091
O 1.020 1.294 2.844
H -1.096 -3.587 2.942
H -2.704 -2.977 3.305
H -1.826 -4.084 4.456
H -1.466 -2.326 6.412
H -1.597 -0.199 7.983
O 2.677 0.100 -2.144
C 3.960 0.617 -2.014
C 4.673 1.046 -3.106
C 5.944 1.571 -2.923
C 6.422 1.743 -1.625
C 5.609 1.548 -0.518
C 4.376 0.881 -0.713
P 3.254 0.488 0.730
C 3.865 -1.206 1.186
C 4.912 -1.908 0.604
C 5.065 -3.274 0.854
C 4.233 -3.936 1.753
C 3.247 -3.198 2.415
C 3.106 -1.833 2.174
C 3.913 1.593 2.039
C 3.735 2.972 1.851
C 4.138 3.903 2.799
C 4.803 3.469 3.936
C 5.040 2.103 4.114
C 4.627 1.153 3.166
C 2.145 -0.516 -3.251
C 2.846 -1.473 -3.997
C 2.249 -1.902 -5.179
C 0.992 -1.464 -5.538
C 0.241 -0.668 -4.680
C 0.776 -0.212 -3.477
P -0.287 0.710 -2.309
C -1.992 0.203 -2.805
C -2.804 0.994 -3.614
C -4.075 0.530 -4.015
C -4.463 -0.747 -3.662
C -3.649 -1.549 -2.871
C -2.416 -1.058 -2.422
C -0.104 2.470 -2.797
C -1.080 3.415 -2.493
C -0.897 4.743 -2.823
C 0.324 5.163 -3.365
C 1.309 4.239 -3.669
C 1.061 2.879 -3.447
H 4.243 0.975 -4.082
H 6.551 1.855 -3.781
H 7.430 2.175 -1.514
H 5.915 1.859 0.480
H 5.634 -1.423 -0.051
H 5.852 -3.814 0.306
H 4.364 -5.006 1.958
H 2.592 -3.710 3.111
H 2.360 -1.280 2.741
H 3.238 3.322 0.956
H 3.936 4.974 2.683
H 5.105 4.194 4.699
H 5.532 1.778 5.011
H 4.853 0.108 3.313
H 3.808 -1.817 -3.638
H 2.802 -2.575 -5.798
H 0.578 -1.775 -6.509
H -0.766 -0.396 -4.941
H -2.463 1.971 -3.912
H -4.694 1.181 -4.625
H -5.421 -1.143 -4.016
H -3.966 -2.556 -2.648
H -1.773 -1.670 -1.784
H -1.977 3.110 -1.971
H -1.646 5.494 -2.616
H 0.517 6.211 -3.567
H 2.281 4.573 -4.082
H 1.826 2.141 -3.701
N 0.694 -2.178 -0.411
C 0.418 -3.316 -0.352
C 0.112 -4.652 -0.222
C 1.230 -5.507 -0.202
N 2.298 -6.009 -0.230
C -1.252 -4.964 -0.251
N -2.429 -5.054 -0.284
O -2.967 3.458 0.799
C -1.813 3.087 0.774
N -0.677 2.708 0.709
C -5.457 -2.570 0.371
N -5.413 -1.111 0.291
C -4.374 -0.292 0.617
Se -2.701 -0.782 1.300
N -4.731 1.000 0.404
C -6.086 1.046 -0.017
C -7.010 2.092 -0.153
C -8.332 1.764 -0.372
C -8.705 0.417 -0.486
C -7.792 -0.624 -0.387
C -6.472 -0.310 -0.112
H -4.422 -2.962 0.327
H -6.038 -2.992 -0.458
H -5.906 -2.899 1.326
H -4.074 1.773 0.544
H -6.714 3.125 -0.022
H -9.145 2.515 -0.457
H -9.761 0.191 -0.589
H -8.137 -1.634 -0.549
*
```

Its HOMO-LUMO gap (spin up / spin down) is 0.148 / 0.240 Eh. Its energy relative to the best compared isomer or geometry (same formula, charge and spin) is 15.27 kcal/mol. The HOMO energy (spin up / spin down) comes out at -0.29 / -2.80 eV.